Molecular formula: C8H10BrIOS
Method: DFT, the ωB97M-V functional and the def2-TZVPD basis

```
22
Properties=species:S:1:pos:R:3:forces:R:3:mulliken_charge:R:1
Br -2.48643 -2.92245 -0.21287 1.0 -0.1 0.1 -0.1757
C -0.56423 -2.64456 -0.05463 0.2 1.5 1.3 -0.0544
C 0.00369 -2.45702 1.26313 -0.3 -0.4 -2.1 -0.2753
C 1.31900 -2.03749 1.34417 0.3 -0.3 -0.7 -0.5148
C 1.96787 -1.68993 0.14790 1.6 -0.9 1.4 0.0386
I 4.09184 -1.23914 0.13758 -1.0 -0.1 0.3 0.0942
C 1.44301 -1.86401 -1.09315 0.8 -0.8 0.5 -0.4949
C 0.16220 -2.32737 -1.20537 -2.5 -0.3 0.6 -0.3673
H -0.57725 -2.65691 2.14070 -0.2 -0.3 0.3 0.5450
H 1.89051 -2.10931 2.26221 -0.3 0.5 0.1 0.3584
H 2.19872 -1.94329 -1.82401 0.0 0.7 -1.6 0.3872
H -0.43154 -2.33854 -2.11120 0.6 -0.3 -0.4 0.3668
C -0.53118 1.08181 2.28494 -0.3 -2.8 -0.1 -1.1017
C -0.51557 1.17639 0.77715 -1.5 0.8 -1.1 -0.0961
S 1.21919 1.09918 0.42294 0.9 0.5 0.3 0.0297
O 1.42057 1.33294 -1.19407 -0.2 -0.1 -0.7 -0.4676
H -1.39462 1.48129 2.76665 -0.7 0.4 0.0 0.3644
H -0.51795 -0.04936 2.54806 0.4 2.0 -0.1 0.1369
H 0.32357 1.61178 2.62093 0.9 0.2 1.0 0.3710
H -0.84664 2.17848 0.43274 -0.2 -0.6 0.2 0.3650
H -1.17544 0.38735 0.33172 0.8 0.6 0.1 0.1687
H 1.79388 2.20274 -1.40770 -0.3 -0.2 0.5 0.3217
```
Forces are in eV/Å.

Properties
Electronic energy in eV: -99482.1697
E_HOMO in hartree: -0.299
ΔE to the lowest compared entry with this formula, charge and spin in kcal per mole: 0.0
HOMO-LUMO gap in eV: 8.5
Net charge: 0
Max |F| in eV/A: 2.8

Molecular formula: C8H10ClIS
Method: DFT, the ωB97M-V functional and the def2-TZVPD basis

```
21
Properties=species:S:1:pos:R:3:forces:R:3:mulliken_charge:R:1
C 1.57642 2.51027 -0.62232 -0.4 -1.1 2.2 -1.1210
C 0.98018 1.30000 -0.52364 -0.6 1.3 1.0 0.7121
Cl 0.30679 0.49741 -1.90483 0.2 0.2 -0.1 -0.1805
C 0.79714 0.60011 0.83499 0.1 -0.6 -1.0 -0.7613
C -0.52441 -0.09031 1.38271 1.5 -1.1 -0.9 -0.5945
C -1.25421 -1.06496 0.48202 0.6 -0.8 -0.2 0.2857
C -2.56671 -1.15146 0.13990 0.0 0.6 -0.9 -0.6275
C -2.86169 -2.23794 -0.74620 1.4 1.0 1.5 -0.4622
C -1.78355 -3.01435 -0.95680 -0.8 2.5 1.1 -0.5222
S -0.40373 -2.46434 -0.20938 0.7 1.2 1.1 -0.0967
H 1.67261 2.99450 -1.55611 0.2 0.5 -0.8 0.3619
H 1.93775 3.02854 0.33548 -0.6 -0.8 -1.6 0.3169
H 1.65712 -0.07566 0.83784 -0.3 -0.6 0.2 0.3399
H 1.08921 1.35041 1.52474 0.1 0.7 0.9 0.3684
H -0.18427 -0.70881 2.24110 -0.1 0.6 -0.2 0.2632
H -1.21562 0.63048 1.74645 -0.6 0.7 0.2 0.3920
H -3.30652 -0.38676 0.33842 0.1 0.0 0.4 0.3459
H -3.80891 -2.46942 -1.08005 -1.9 -0.4 -0.7 0.4530
H -1.87263 -3.91621 -1.35179 0.2 -3.8 -2.1 0.5355
I 5.54275 1.84659 -0.37146 -0.7 0.5 -0.1 -0.0800
H 4.22228 2.82188 -0.54107 0.7 -0.5 0.1 0.0712
```
Forces are in eV/Å.

Properties
Electronic energy in eV: -39914.8644
E_HOMO in hartree: -0.316
ΔE to the lowest compared entry with this formula, charge and spin in kcal per mole: 0.0
HOMO-LUMO gap in eV: 9.0
Net charge: 0
Max |F| in eV/A: 4.3